Entry A
Entry from the Open Molecules 2025 dataset: one molecule with the formula C4H9N (ωB97M-V/def2-TZVPD).

Each line ends with the Löwdin charge.
CARTESIAN COORDINATES (ANGSTROEM)
C 1.30 1.61 -1.33  -0.1168
C 0.92 0.46 -0.43  -0.1766
C -0.15 0.47 0.35  -0.1406
C -0.65 -0.69 1.16  -0.2743
N -1.30 -1.70 0.26  -0.0028
H 0.52 2.38 -1.29  0.0685
H 2.34 1.86 -1.16  0.0664
H 1.23 1.35 -2.40  0.0710
H 1.35 -0.47 -0.82  0.1062
H -0.73 1.39 0.43  0.0983
H 0.19 -1.15 1.69  0.1035
H -1.29 -0.40 1.98  0.0926
H -0.95 -2.63 0.47  0.0551
H -2.29 -1.57 0.37  0.0495

Computed properties:
Structure (SMILES) = C/C=C/CN
Orbital gap = 0.372 Eh
Charge = 0


Entry B
Entry from the Open Molecules 2025 dataset: one molecule with the formula C4H9N (ωB97M-V/def2-TZVPD).

Each line ends with the Löwdin charge.
CARTESIAN COORDINATES (ANGSTROEM)
C -0.03 -0.52 -2.51  -0.0200
C -0.10 -0.01 -1.28  -0.1736
C 0.19 -0.73 0.03  -0.2423
N -0.52 -0.09 1.11  -0.1553
C 0.16 0.96 1.84  -0.1404
H -0.50 -0.01 -3.33  0.0436
H 0.60 -1.38 -2.67  0.0551
H -0.56 0.97 -1.17  0.0914
H 1.27 -0.67 0.18  0.1118
H -0.19 -1.75 0.00  0.1174
H -1.28 -0.50 1.60  0.0986
H 0.27 1.86 1.26  0.0638
H 1.12 0.63 2.22  0.0711
H -0.43 1.23 2.72  0.0788

Computed properties:
Structure (SMILES) = C=CCNC
Orbital gap = 0.354 Eh
Charge = 0


Entry C
Entry from the Open Molecules 2025 dataset: one molecule with the formula C4H9N (ωB97M-V/def2-TZVPD).

Each line ends with the Löwdin charge.
CARTESIAN COORDINATES (ANGSTROEM)
C -1.89 0.30 -0.14  -0.0642
C -0.62 -0.71 -0.03  -0.2342
N 0.60 -0.16 -0.80  -0.1071
C 1.22 0.93 0.00  -0.1829
C 1.83 -0.44 0.06  -0.1360
H -2.71 0.00 0.53  0.0605
H -1.51 1.26 0.21  0.0567
H -2.26 0.24 -1.11  0.0340
H -0.43 -0.86 1.04  0.0837
H -0.79 -1.73 -0.46  0.1091
H 1.64 1.75 -0.60  0.1013
H 0.69 1.20 0.93  0.1040
H 1.52 -1.02 0.90  0.0723
H 2.70 -0.77 -0.54  0.1028

Computed properties:
Structure (SMILES) = CCN1CC1
Orbital gap = 0.399 Eh
Charge = 0


Which of them is most stable, and which least? Most stable: entry A; least stable: entry C.


Entry A
Entry from the Open Molecules 2025 dataset: one molecule with the formula C4H9N (ωB97M-V/def2-TZVPD).

Each line ends with the Löwdin charge.
CARTESIAN COORDINATES (ANGSTROEM)
N 1.71 0.04 1.28  -0.0485
C 0.88 0.51 0.07  -0.2718
C -0.18 -0.50 -0.19  -0.3751
C -1.62 -0.27 0.03  -0.1247
C -1.00 -0.03 -1.33  -0.1601
H 2.52 0.69 1.34  0.0440
H 1.20 0.25 2.29  0.1267
H 0.40 1.53 0.08  0.1215
H 1.56 0.52 -0.77  0.1052
H 0.27 -1.50 -0.26  0.1484
H -2.40 -1.01 0.25  0.0976
H -1.94 0.75 0.46  0.1220
H -1.09 -0.81 -2.13  0.1128
H -0.95 1.02 -1.65  0.1020

Computed properties:
Structure (SMILES) = NCC1CC1
Orbital gap = 0.394 Eh
Charge = 0


Entry B
Entry from the Open Molecules 2025 dataset: one molecule with the formula C4H9N (ωB97M-V/def2-TZVPD).

Each line ends with the Löwdin charge.
CARTESIAN COORDINATES (ANGSTROEM)
C -0.70 0.00 -0.97  -0.1598
C -0.13 -1.17 -0.35  -0.2839
C -0.13 -1.30 1.14  -0.1705
C 0.62 2.04 -0.07  -0.0453
N 0.72 0.99 -0.82  -0.0480
H -0.93 -0.08 -2.03  0.0898
H -1.53 0.49 -0.46  0.0947
H 0.07 -2.05 -0.95  0.0749
H 1.20 0.03 -0.51  0.1276
H -0.35 2.48 0.18  0.0698
H 1.52 2.56 0.23  0.0651
H 0.68 -1.94 1.47  0.0619
H -1.06 -1.73 1.53  0.0621
H 0.02 -0.32 1.62  0.0616

Computed properties:
Orbital gap (spin up / spin down) = 0.259 / 0.260 Eh
Charge = 0


Which of them is most stable, and which least? Most stable: entry A; least stable: entry B.


Entry A
Entry from the Open Molecules 2025 dataset: one molecule with the formula C4H9N (ωB97M-V/def2-TZVPD).

Each line ends with the Löwdin charge.
CARTESIAN COORDINATES (ANGSTROEM)
C 0.56 -0.99 1.64  -0.0019
C 0.41 -0.33 0.43  -0.4552
C 1.51 0.05 -0.50  -0.0154
N -0.84 -0.14 -0.01  -0.0715
C -1.49 0.73 -0.97  -0.0983
H 1.55 -0.92 2.13  0.0446
H -0.33 -1.41 2.16  0.0473
H 1.20 0.96 -0.93  0.0559
H 1.67 -0.67 -1.18  0.0467
H 2.37 0.08 0.16  0.0858
H -1.54 -0.16 0.71  0.1137
H -0.97 1.71 -1.12  0.0881
H -2.43 0.95 -0.55  0.0544
H -1.66 0.16 -1.96  0.1059

Computed properties:
Structure (SMILES) = C=C(C)NC
Orbital gap = 0.307 Eh
Charge = 0


Entry B
Entry from the Open Molecules 2025 dataset: one molecule with the formula C4H9N (ωB97M-V/def2-TZVPD).

Each line ends with the Löwdin charge.
CARTESIAN COORDINATES (ANGSTROEM)
C -1.96 -0.27 0.08  -0.0572
C -0.54 -0.04 -0.48  -0.3212
N 0.08 1.27 -0.21  0.0549
C 0.63 0.07 0.40  -0.3754
C 1.98 -0.28 -0.10  -0.0788
H -2.64 0.39 -0.47  0.0719
H -2.01 -0.02 1.11  0.0566
H -2.31 -1.32 -0.12  0.0883
H -0.38 -0.39 -1.47  0.1205
H -0.43 1.71 0.52  0.0726
H 0.46 -0.09 1.46  0.1352
H 2.26 -1.33 0.05  0.0779
H 2.76 0.32 0.38  0.0746
H 2.10 -0.02 -1.15  0.0799

Computed properties:
Structure (SMILES) = C[C@H]1N[C@@H]1C
Orbital gap = 0.391 Eh
Charge = 0


Which of them is most stable, and which least? Most stable: entry B; least stable: entry A.


Entry A
Entry from the Open Molecules 2025 dataset: a 2-piece molecular cluster, C4H9N overall (ωB97M-V/def2-TZVPD).

Each line ends with the Löwdin charge.
CARTESIAN COORDINATES (ANGSTROEM)
N -2.76 1.34 -2.45  0.0169
C -1.60 1.37 -1.63  -0.2905
C 1.58 -1.63 2.03  -0.1489
C 0.91 -0.74 0.98  -0.2970
C 1.16 0.56 1.13  0.0751
H -0.69 1.32 -2.24  0.0593
H -2.55 0.71 -3.26  0.0303
H -1.46 2.31 -1.06  0.0708
H -1.53 0.48 -0.84  0.1205
H 2.65 -1.47 2.03  0.0635
H 1.41 -2.70 1.92  0.0570
H 1.26 -1.42 3.09  0.0862
H 0.42 -1.34 0.15  0.1056
H 1.19 1.21 0.15  0.0511

Computed properties:
Orbital gap = 0.108 Eh
Charge = 0


Entry B
Entry from the Open Molecules 2025 dataset: one molecule with the formula C4H9N (ωB97M-V/def2-TZVPD).

Each line ends with the Löwdin charge.
CARTESIAN COORDINATES (ANGSTROEM)
C 0.74 1.30 1.11  -0.1122
C 1.30 0.19 0.18  -0.2680
C 0.25 -0.81 -0.23  -0.1434
C -0.79 -0.48 -1.00  -0.2359
N -1.97 -1.23 -1.07  0.0187
H 1.19 2.27 0.94  0.0633
H -0.30 1.49 0.80  0.0576
H 0.69 0.99 2.14  0.0617
H 2.14 -0.23 0.73  0.0937
H 1.73 0.72 -0.67  0.0964
H 0.38 -1.82 0.15  0.0981
H -0.63 0.30 -1.73  0.1176
H -2.78 -0.64 -0.89  0.0770
H -1.95 -2.03 -0.46  0.0752

Computed properties:
Structure (SMILES) = CC/C=C/N
Orbital gap = 0.337 Eh
Charge = 0


Entry C
Entry from the Open Molecules 2025 dataset: one molecule with the formula C4H9N (ωB97M-V/def2-TZVPD).

Each line ends with the Löwdin charge.
CARTESIAN COORDINATES (ANGSTROEM)
C 2.63 0.32 -0.93  -0.0466
C 1.41 -0.41 -0.96  -0.1701
N 0.31 -0.16 -0.03  -0.0619
C -1.07 -0.58 0.49  -0.2187
C -2.22 0.52 0.59  -0.0883
H 2.84 1.15 -0.30  0.0089
H 3.52 -0.28 -1.28  0.0426
H 1.30 -1.24 -1.58  0.0632
H 0.51 0.67 0.42  0.0551
H -1.31 -1.58 0.03  0.1137
H -0.79 -0.58 1.60  0.1126
H -2.87 0.56 -0.34  0.0886
H -2.70 0.28 1.56  0.0732
H -1.56 1.32 0.73  0.0276

Computed properties:
Structure (SMILES) = C=CNCC
Orbital gap = 0.317 Eh
Charge = 0


Entry D
Entry from the Open Molecules 2025 dataset: a 2-piece molecular cluster, C4H9N overall (ωB97M-V/def2-TZVPD).

Each line ends with the Löwdin charge.
CARTESIAN COORDINATES (ANGSTROEM)
C -1.30 -1.05 0.47  -0.1044
N -0.30 -1.66 -0.01  -0.0773
C 0.68 -2.13 0.96  -0.1563
H -2.02 -0.71 -0.27  0.0582
H -1.57 -0.98 1.53  0.0777
H 0.34 -2.98 1.57  0.0739
H 0.95 -1.31 1.64  0.0715
H 1.62 -2.39 0.48  0.0632
C 0.80 2.44 -0.71  -0.0756
C -0.14 1.89 -1.48  -0.0821
H 1.68 2.99 -0.99  0.0417
H 0.63 2.36 0.36  0.0416
H -0.34 2.10 -2.52  0.0457
H -1.01 1.44 -1.02  0.0220

Computed properties:
Structure (SMILES) = C=NC.C=C
Orbital gap = 0.399 Eh
Charge = 0


Which of them is most stable, and which least? Most stable: entry B; least stable: entry A.